Record 1
DFT (ωB97M-V/def2-TZVPD) results for a 10-piece molecular cluster, C37H48BClFNO31 overall.

- largest force on an atom (eV/Å) = 4.7

The geometry in XYZ format:
```
120
C37H48BClFNO31 (ωB97M-V/def2-TZVPD)
C -3.043 0.551 -0.078
O -3.208 -0.906 0.052
C -2.173 -1.295 0.980
C -1.704 -2.811 0.857
C -1.143 -3.426 -0.287
B -0.954 -2.610 -1.678
O -0.816 -1.183 -1.809
N -0.972 -3.432 -2.946
C -2.302 -3.348 -3.617
C 0.160 -3.069 -3.854
C -0.694 -4.961 -0.176
O -0.757 -5.803 -1.088
C -0.075 -5.381 1.261
F 1.005 -6.279 1.383
C -0.638 -4.770 2.421
Cl -0.011 -5.142 4.113
C -1.861 -3.750 2.161
O -2.881 -3.707 2.897
H -1.996 0.808 -0.484
H -3.803 1.019 -0.782
H -3.070 0.983 0.990
H -2.625 -1.170 2.039
H -1.249 -0.619 0.962
H -1.607 -0.911 -2.341
H -2.637 -4.342 -4.057
H -3.113 -3.058 -2.841
H -2.317 -2.532 -4.436
H 1.091 -2.846 -3.241
H 0.361 -3.953 -4.558
H -0.182 -2.188 -4.494
O 1.370 -0.423 -4.130
C 2.236 -0.424 -3.302
O 2.268 -1.252 -2.219
C 3.547 -1.105 -1.617
C 3.979 0.255 -2.071
O 3.316 0.403 -3.321
H 3.477 -1.180 -0.531
H 4.205 -1.898 -1.986
H 3.643 1.048 -1.396
H 5.060 0.332 -2.194
O -3.568 -4.422 -6.380
C -3.083 -5.512 -6.479
O -3.441 -6.430 -7.418
C -2.493 -7.488 -7.351
C -1.963 -7.378 -5.953
O -2.103 -5.994 -5.666
H -2.971 -8.450 -7.542
H -1.721 -7.319 -8.107
H -2.556 -7.950 -5.234
H -0.919 -7.687 -5.878
O 6.926 1.622 -2.117
C 6.627 2.787 -2.174
O 5.357 3.265 -2.063
C 5.451 4.680 -1.953
C 6.770 4.982 -2.596
O 7.519 3.795 -2.359
H 4.618 5.165 -2.463
H 5.427 4.952 -0.897
H 6.684 5.137 -3.675
H 7.261 5.847 -2.152
O 2.168 3.416 0.995
C 2.913 2.707 1.607
O 4.195 2.436 1.236
C 4.809 1.755 2.323
C 3.642 1.158 3.050
O 2.587 2.066 2.762
H 5.507 0.998 1.962
H 5.355 2.481 2.932
H 3.371 0.169 2.667
H 3.812 1.087 4.125
O -6.677 1.297 4.342
C -6.400 0.166 4.064
O -5.496 -0.192 3.112
C -5.284 -1.592 3.241
C -6.541 -2.064 3.907
O -6.950 -0.928 4.659
H -5.132 -2.053 2.264
H -4.396 -1.761 3.856
H -7.327 -2.314 3.189
H -6.370 -2.921 4.559
O -3.794 3.820 -2.621
C -4.678 4.054 -1.850
O -4.961 5.291 -1.357
C -6.199 5.194 -0.667
C -6.275 3.740 -0.313
O -5.531 3.117 -1.352
H -6.205 5.839 0.212
H -7.004 5.504 -1.341
H -5.797 3.517 0.646
H -7.300 3.368 -0.292
O 5.814 7.395 -1.137
C 4.928 7.614 -0.358
O 4.646 8.840 0.162
C 3.407 8.725 0.851
C 3.336 7.263 1.172
O 4.079 6.666 0.120
H 3.399 9.350 1.745
H 2.601 9.048 0.186
H 3.813 7.020 2.125
H 2.311 6.889 1.184
O 0.099 -12.374 2.600
C -0.182 -11.212 2.540
O -1.447 -10.719 2.644
C -1.339 -9.307 2.752
C -0.012 -9.020 2.117
O 0.724 -10.212 2.359
H -2.164 -8.813 2.237
H -1.364 -9.030 3.811
H -0.090 -8.866 1.036
H 0.486 -8.159 2.562
O 3.586 6.036 4.449
C 2.841 6.929 4.751
O 3.042 7.778 5.795
C 2.078 8.816 5.685
C 0.985 8.179 4.882
O 1.682 7.222 4.093
H 1.739 9.137 6.670
H 2.533 9.668 5.171
H 0.256 7.656 5.508
H 0.460 8.895 4.249
```



Record 2
DFT (ωB97M-V/def2-TZVPD) results for C37H48CoF2GeN2Se as an isolated structure.

- largest force on an atom (eV/Å) = 0.6
- <S²> = 6.088
- charge = +1
- 2S+1 = 5

The geometry in XYZ format:
```
92
C37H48CoF2GeN2Se (ωB97M-V/def2-TZVPD)
Co 1.249 -0.531 -0.166
F 5.836 2.005 -1.179
C 5.193 0.869 -0.876
C 3.811 0.899 -0.775
C 3.129 -0.266 -0.466
C 3.856 -1.461 -0.289
C 5.242 -1.424 -0.379
F 5.959 -2.548 -0.199
C 5.941 -0.270 -0.667
C 3.042 -2.678 -0.171
C 3.494 -3.986 -0.020
C 2.584 -5.027 -0.065
C 1.239 -4.761 -0.273
C 0.851 -3.442 -0.380
N 1.717 -2.428 -0.305
H 3.317 1.846 -0.947
H 7.019 -0.269 -0.737
H 4.544 -4.180 0.116
H 2.930 -6.046 0.045
H 0.506 -5.551 -0.343
H -0.183 -3.169 -0.536
C 0.807 5.856 -1.828
C 0.685 4.358 -1.908
C 0.404 3.730 -3.125
C 0.298 2.341 -3.238
C -0.025 1.687 -4.553
C 0.481 1.586 -2.102
C 0.749 2.176 -0.839
C 0.854 3.587 -0.776
N 0.913 1.316 0.190
C 1.035 1.722 1.608
C 2.367 2.440 1.876
C 1.050 0.431 2.434
C -0.178 2.547 2.054
H 0.648 6.319 -2.799
H 1.797 6.146 -1.474
H 0.074 6.268 -1.133
H 0.267 4.340 -4.010
H -0.100 2.422 -5.352
H -0.976 1.154 -4.492
H 0.745 0.965 -4.828
H 0.371 0.505 -2.161
H 1.079 4.079 0.156
H 3.206 1.770 1.689
H 2.394 2.739 2.924
H 2.508 3.330 1.268
H 1.842 -0.252 2.093
H 0.087 -0.077 2.409
H 1.282 0.659 3.474
H -0.327 3.454 1.474
H -0.042 2.827 3.099
H -1.090 1.951 1.972
Se -2.529 2.503 -1.425
C -4.225 3.268 -1.269
C -4.431 4.349 -0.401
C -5.691 4.905 -0.271
C -6.756 4.389 -1.001
C -6.562 3.319 -1.868
C -5.305 2.760 -2.006
H -3.595 4.738 0.164
H -5.847 5.739 0.400
H -7.741 4.825 -0.897
H -7.393 2.926 -2.438
H -5.140 1.932 -2.683
C -6.497 0.072 2.020
C -5.414 -0.759 1.346
C -4.779 -0.030 0.169
C -3.677 -0.826 -0.534
Ge -2.212 -1.290 0.692
C -2.322 -3.160 1.323
C -3.183 -4.073 0.448
C -2.665 -4.292 -0.967
C -3.574 -5.204 -1.780
H -6.995 -0.485 2.814
H -7.258 0.377 1.299
H -6.076 0.979 2.459
H -5.831 -1.711 1.003
H -4.641 -1.011 2.085
H -4.387 0.936 0.504
H -5.561 0.201 -0.562
H -3.283 -0.275 -1.389
H -4.071 -1.778 -0.898
H -0.720 -0.906 0.336
H -2.788 -3.080 2.308
H -1.324 -3.570 1.495
H -4.197 -3.664 0.399
H -3.287 -5.045 0.939
H -1.660 -4.726 -0.928
H -2.562 -3.328 -1.482
H -3.660 -6.186 -1.314
H -3.200 -5.345 -2.794
H -4.580 -4.785 -1.852
```



Record 3
DFT (ωB97M-V/def2-TZVPD) results for C37H48CoN5O2Sb2Se2 as an isolated structure.

- largest force on an atom (eV/Å) = 0.3
- <S²> = 3.761
- charge = -1
- 2S+1 = 4

The geometry in XYZ format:
```
97
C37H48CoN5O2Sb2Se2 (ωB97M-V/def2-TZVPD)
Co -0.881 -0.145 -1.769
C 0.117 5.578 2.237
C -0.470 4.322 1.646
C -0.917 3.273 2.451
C -1.373 2.093 1.904
C -1.421 1.856 0.510
N -1.721 0.632 -0.015
C -2.620 -0.171 0.665
C -3.853 0.340 1.110
C -4.801 -0.436 1.740
C -4.588 -1.799 1.942
C -5.644 -2.678 2.560
C -3.386 -2.325 1.505
C -2.408 -1.539 0.901
N -1.171 -2.175 0.575
C -0.631 -3.257 1.184
C 0.551 -3.545 0.544
C 0.662 -2.566 -0.454
N -0.380 -1.750 -0.421
C -1.054 2.963 -0.284
C -0.561 4.138 0.278
N -1.227 2.945 -1.699
C -1.619 3.980 -2.474
C -1.583 3.553 -3.780
C -1.159 2.218 -3.708
N -0.946 1.868 -2.450
H -0.316 5.787 3.216
H -0.064 6.443 1.596
H 1.199 5.490 2.369
H -0.886 3.382 3.532
H -1.711 1.294 2.551
H -4.051 1.388 0.920
H -5.740 0.010 2.049
H -6.216 -2.132 3.311
H -5.199 -3.549 3.043
H -6.350 -3.041 1.808
H -3.216 -3.390 1.614
H -1.097 -3.721 2.035
H 1.239 -4.341 0.774
H 1.424 -2.411 -1.202
H -0.235 4.932 -0.386
H -1.909 4.923 -2.044
H -1.848 4.117 -4.658
H -0.994 1.494 -4.489
C 2.226 -2.020 3.826
Sb 1.011 -0.529 2.837
C -0.310 -0.323 4.540
C 2.286 1.121 3.497
C 3.680 1.021 2.964
C 4.621 0.329 3.734
C 5.925 0.128 3.314
C 6.323 0.639 2.088
C 5.411 1.348 1.325
C 4.088 1.561 1.731
C 3.214 2.378 0.833
Sb 2.017 1.288 -0.670
C 3.751 0.298 -1.470
C 2.139 2.937 -2.054
H 3.182 -2.096 3.306
H 1.727 -2.988 3.790
H 2.400 -1.737 4.866
H 0.258 -0.416 5.467
H -1.075 -1.100 4.503
H -0.802 0.650 4.514
H 2.294 1.049 4.586
H 1.780 2.046 3.213
H 4.308 -0.067 4.694
H 6.622 -0.416 3.940
H 7.336 0.498 1.733
H 5.727 1.765 0.376
H 3.835 3.034 0.223
H 2.504 2.998 1.388
H 4.485 1.045 -1.780
H 3.441 -0.299 -2.326
H 4.189 -0.348 -0.708
H 3.165 3.303 -2.101
H 1.476 3.741 -1.735
H 1.825 2.587 -3.039
O -0.679 -4.873 -3.024
C -1.485 -3.681 -2.992
C -1.361 -2.944 -4.321
C -1.676 -3.959 -5.437
O -1.692 -3.385 -6.743
C -2.398 -1.802 -4.421
Se -3.059 -0.938 -2.768
C 0.081 -2.458 -4.536
Se 0.705 -0.839 -3.588
H -0.637 -5.209 -2.126
H -1.149 -3.016 -2.200
H -2.534 -3.925 -2.801
H -2.649 -4.421 -5.219
H -0.925 -4.747 -5.456
H -2.241 -2.595 -6.701
H -3.306 -2.174 -4.904
H -1.985 -1.006 -5.044
H 0.226 -2.234 -5.590
H 0.760 -3.267 -4.268
```



Record 4
DFT (ωB97M-V/def2-TZVPD) results for a 6-piece molecular cluster, C37H48F8N3O16S overall.

- largest force on an atom (eV/Å) = 10.2
- charge = +1

The geometry in XYZ format:
```
113
C37H48F8N3O16S (ωB97M-V/def2-TZVPD)
C 2.677 -1.778 2.848
C 1.154 -1.614 3.427
C 0.387 -0.346 2.832
C -0.974 -0.694 2.094
C -1.576 -2.184 2.003
O -1.147 -2.972 1.134
O -2.602 -2.615 2.923
N -3.850 -2.476 2.327
C -4.499 -1.494 2.971
C -5.732 -0.712 2.326
C -4.014 -1.048 4.439
C -1.728 0.521 1.496
N -2.991 0.252 0.799
C -1.135 1.986 1.640
C -2.103 3.095 1.027
C -2.522 4.086 2.269
O -2.382 3.409 3.564
C -3.676 2.948 4.005
O -4.106 3.116 5.168
N 0.145 2.262 2.290
C 0.698 3.648 2.344
F 0.378 4.312 3.553
F 0.287 4.519 1.314
F 2.113 3.671 2.064
C 0.892 1.145 2.931
S 2.455 1.390 3.909
O 2.620 0.414 5.071
O 2.409 2.704 4.696
C 4.040 1.420 2.975
F 4.610 2.735 3.095
F 4.973 0.589 3.689
C 4.130 1.006 1.454
F 4.903 -0.200 1.356
F 2.967 0.891 0.694
F 4.945 1.981 0.781
H 2.699 -1.282 1.821
H 2.884 -2.901 2.671
H 3.471 -1.418 3.579
H 1.143 -1.538 4.583
H 0.678 -2.622 3.201
H -5.502 0.394 2.167
H -6.614 -0.779 3.048
H -6.045 -1.150 1.311
H -4.842 -0.393 4.886
H -3.014 -0.471 4.391
H -3.905 -1.980 5.094
H -3.059 -0.716 0.454
H -2.902 0.809 -0.082
H -1.638 3.688 0.149
H -3.103 2.725 0.642
H -3.629 4.378 2.149
H -1.933 5.072 2.221
H -4.378 2.356 3.298
O -2.446 1.409 -2.215
C -2.923 0.506 -2.865
O -3.317 -0.681 -2.335
C -3.730 -1.559 -3.393
C -4.080 -0.651 -4.546
C -3.123 0.506 -4.355
H -2.901 -2.233 -3.630
H -4.585 -2.153 -3.065
H -3.991 -1.136 -5.519
H -5.108 -0.296 -4.440
H -2.162 0.326 -4.844
H -3.557 1.447 -4.693
O 3.075 -2.523 -1.062
C 3.729 -1.857 -1.826
O 3.610 -1.916 -3.179
C 4.606 -1.079 -3.781
C 4.986 -0.083 -2.711
C 4.811 -0.887 -1.440
H 5.450 -1.705 -4.086
H 4.191 -0.591 -4.664
H 5.991 0.323 -2.838
H 4.281 0.754 -2.715
H 5.715 -1.445 -1.183
H 4.497 -0.263 -0.613
O -6.732 0.851 -5.900
C -7.352 -0.182 -5.950
O -6.820 -1.402 -5.665
C -7.796 -2.418 -5.930
C -9.131 -1.712 -5.873
C -8.788 -0.325 -6.373
H -7.594 -2.847 -6.916
H -7.719 -3.207 -5.179
H -9.906 -2.210 -6.457
H -9.475 -1.654 -4.835
H -8.847 -0.258 -7.462
H -9.413 0.436 -5.906
O 4.083 -9.082 -2.973
C 3.868 -7.916 -2.769
O 4.478 -6.899 -3.440
C 4.074 -5.647 -2.875
C 2.765 -5.930 -2.176
C 2.939 -7.364 -1.722
H 4.851 -5.311 -2.181
H 3.962 -4.905 -3.667
H 2.553 -5.235 -1.362
H 1.941 -5.870 -2.895
H 3.424 -7.426 -0.746
H 1.991 -7.901 -1.716
O 8.508 8.113 3.460
C 7.900 7.076 3.410
O 8.443 5.859 3.691
C 7.478 4.836 3.427
C 6.137 5.529 3.488
C 6.464 6.920 2.990
H 7.682 4.410 2.439
H 7.565 4.047 4.176
H 5.365 5.024 2.905
H 5.795 5.583 4.527
H 6.402 6.988 1.901
H 5.833 7.674 3.459
```



DFT total energy readings, ordered: -4410.76015; -7608.73690; -8529.15851; -4003.24075 Ha